A | {"formula": "C31H42N4O2PdSSi", "method": "wB97M-V/def2-TZVPD", "elements": ["Pd", "C", "C", "N", "O", "C", "C", "N", "O", "H", "H", "H", "H", "H", "H", "H", "C", "C", "C", "C", "N", "C", "S", "N", "C", "C", "C", "C", "H", "H", "H", "H", "H", "H", "H", "H", "H", "H", "H", "H", "H", "H", "H", "H", "H", "H", "H", "H", "C", "C", "C", "C", "C", "C", "Si", "C", "C", "C", "C", "C", "C", "C", "C", "C", "C", "C", "C", "H", "H", "H", "H", "H", "H", "H", "H", "H", "H", "H", "H", "H", "H", "H"], "xyz": [[-0.448, 0.843, -0.315], [-0.318, 3.910, -3.575], [-0.067, 2.931, -2.468], [-1.037, 2.483, -1.736], [-2.292, 3.038, -2.070], [1.317, 2.488, -2.205], [2.473, 2.999, -2.998], [1.454, 1.615, -1.243], [2.619, 1.120, -0.981], [-1.234, 3.660, -4.104], [0.517, 3.927, -4.269], [-0.444, 4.916, -3.169], [-2.879, 2.660, -1.399], [2.575, 4.084, -2.923], [2.396, 2.751, -4.060], [3.371, 2.532, -2.602], [1.994, 3.316, 4.812], [3.334, 3.293, 4.083], [3.467, 2.202, 3.025], [2.499, 2.306, 1.852], [1.127, 1.883, 2.148], [0.475, 0.735, 1.924], [-1.257, 0.752, 2.081], [1.116, -0.435, 1.693], [2.530, -0.756, 1.870], [2.887, -1.241, 3.278], [2.692, -2.738, 3.507], [1.268, -3.226, 3.281], [2.039, 3.951, 5.697], [1.700, 2.315, 5.132], [1.190, 3.706, 4.188], [4.136, 3.168, 4.813], [3.511, 4.266, 3.612], [3.357, 1.221, 3.498], [4.478, 2.233, 2.611], [2.839, 1.769, 0.962], [2.414, 3.351, 1.539], [0.473, 2.614, 2.392], [0.471, -1.216, 1.680], [3.119, 0.109, 1.580], [2.768, -1.520, 1.125], [2.291, -0.676, 4.003], [3.932, -0.986, 3.472], [3.001, -2.979, 4.527], [3.373, -3.286, 2.849], [0.545, -2.615, 3.826], [1.144, -4.257, 3.611], [0.987, -3.213, 2.225], [0.373, -1.564, -5.162], [-1.008, -1.683, -5.085], [-1.658, -1.459, -3.880], [-0.945, -1.120, -2.726], [0.450, -1.017, -2.823], [1.101, -1.230, -4.029], [-1.801, -0.863, -1.084], [-3.605, -0.482, -1.365], [-3.977, 0.391, -2.394], [-5.309, 0.684, -2.645], [-6.303, 0.101, -1.872], [-5.960, -0.780, -0.858], [-4.625, -1.068, -0.609], [-1.625, -2.417, -0.054], [-1.021, -3.545, -0.621], [-0.974, -4.756, 0.059], [-1.531, -4.863, 1.322], [-2.122, -3.754, 1.912], [-2.158, -2.545, 1.235], [0.880, -1.734, -6.102], [-1.579, -1.947, -5.965], [-2.736, -1.554, -3.842], [1.049, -0.755, -1.955], [2.177, -1.130, -4.081], [-3.217, 0.842, -3.017], [-5.570, 1.361, -3.447], [-7.343, 0.324, -2.067], [-6.732, -1.247, -0.261], [-4.381, -1.770, 0.178], [-0.593, -3.484, -1.613], [-0.508, -5.615, -0.405], [-1.500, -5.807, 1.851], [-2.551, -3.829, 2.902], [-2.602, -1.686, 1.720]], "homo_lumo_gap_ev": 6.32, "homo_ev": -6.87, "spin_multiplicity": 1}

B | {"formula": "C31H42N4O2PdSSi", "method": "wB97M-V/def2-TZVPD", "elements": ["Pd", "C", "C", "N", "O", "C", "C", "N", "O", "H", "H", "H", "H", "H", "H", "H", "C", "C", "C", "C", "N", "C", "S", "N", "C", "C", "C", "C", "H", "H", "H", "H", "H", "H", "H", "H", "H", "H", "H", "H", "H", "H", "H", "H", "H", "H", "H", "H", "C", "C", "C", "C", "C", "C", "Si", "C", "C", "C", "C", "C", "C", "C", "C", "C", "C", "C", "C", "H", "H", "H", "H", "H", "H", "H", "H", "H", "H", "H", "H", "H", "H", "H"], "xyz": [[-0.099, 0.625, 0.004], [-2.819, 0.647, 3.805], [-2.028, 0.618, 2.524], [-1.198, 1.525, 2.156], [-1.027, 2.648, 2.944], [-2.266, -0.521, 1.626], [-3.436, -1.429, 1.874], [-1.513, -0.719, 0.578], [-1.777, -1.660, -0.261], [-2.467, 1.383, 4.525], [-2.747, -0.324, 4.294], [-3.874, 0.840, 3.604], [-1.719, 2.684, 3.621], [-4.386, -0.908, 1.724], [-3.422, -1.829, 2.890], [-3.388, -2.252, 1.169], [-3.336, -2.511, -3.342], [-2.172, -3.421, -3.734], [-0.857, -2.694, -4.019], [-0.325, -1.862, -2.853], [-0.949, -0.534, -2.749], [-0.297, 0.628, -2.738], [-0.937, 2.005, -1.910], [0.840, 0.787, -3.468], [1.083, 0.164, -4.779], [0.022, 0.484, -5.836], [0.215, 1.815, -6.563], [0.218, 3.043, -5.655], [-4.277, -3.060, -3.366], [-3.423, -1.666, -4.029], [-3.208, -2.127, -2.328], [-2.440, -4.002, -4.620], [-2.001, -4.142, -2.929], [-0.971, -2.053, -4.898], [-0.100, -3.445, -4.267], [0.746, -1.732, -2.921], [-0.526, -2.360, -1.902], [-1.742, -0.542, -2.115], [1.154, 1.743, -3.405], [1.182, -0.912, -4.666], [2.058, 0.532, -5.107], [-0.962, 0.465, -5.359], [0.022, -0.323, -6.574], [-0.586, 1.916, -7.299], [1.150, 1.780, -7.131], [-0.634, 3.037, -4.973], [0.174, 3.958, -6.246], [1.129, 3.099, -5.055], [3.263, -3.252, -1.979], [2.519, -3.873, -0.985], [1.949, -3.121, 0.035], [2.086, -1.732, 0.070], [2.822, -1.123, -0.955], [3.420, -1.873, -1.958], [1.227, -0.626, 1.349], [0.580, -1.691, 2.756], [-0.373, -2.694, 2.550], [-0.811, -3.483, 3.604], [-0.311, -3.281, 4.884], [0.632, -2.289, 5.107], [1.072, -1.501, 4.049], [2.458, 0.645, 2.022], [3.828, 0.558, 1.749], [4.720, 1.496, 2.251], [4.263, 2.543, 3.036], [2.908, 2.647, 3.320], [2.018, 1.708, 2.818], [3.720, -3.840, -2.766], [2.396, -4.949, -0.992], [1.394, -3.627, 0.815], [2.928, -0.043, -0.976], [3.997, -1.379, -2.731], [-0.783, -2.859, 1.559], [-1.547, -4.257, 3.427], [-0.654, -3.898, 5.705], [1.028, -2.127, 6.102], [1.812, -0.733, 4.236], [4.211, -0.263, 1.159], [5.777, 1.403, 2.033], [4.958, 3.277, 3.425], [2.539, 3.465, 3.926], [0.963, 1.819, 3.032]], "homo_lumo_gap_ev": [7.24, 7.24], "homo_ev": [-7.28, -7.28], "spin_multiplicity": 1}

Going by the energies, B is most stable and the next is 0.0116 hartree up.

A | {"formula": "C18H19NO6", "method": "wB97M-V/def2-TZVPD", "elements": ["C", "O", "C", "C", "C", "C", "C", "C", "C", "O", "O", "C", "C", "O", "N", "C", "C", "C", "C", "C", "O", "C", "C", "O", "C", "H", "H", "H", "H", "H", "H", "H", "H", "H", "H", "H", "H", "H", "H", "H", "H", "H", "H", "H"], "xyz": [[-5.096, -2.176, -0.007], [-4.917, -0.781, 0.018], [-3.647, -0.274, 0.018], [-2.510, -1.077, -0.014], [-1.240, -0.538, -0.017], [-1.055, 0.845, 0.017], [0.290, 1.374, 0.018], [0.658, 2.657, 0.155], [2.060, 3.084, 0.192], [2.450, 4.143, 0.616], [2.889, 2.137, -0.306], [4.289, 2.341, -0.166], [4.971, 0.976, -0.051], [5.987, 0.798, 0.580], [4.333, 0.019, -0.754], [4.621, -1.395, -0.609], [3.411, -2.112, -0.109], [2.512, -2.918, -0.745], [1.519, -3.238, 0.214], [1.885, -2.593, 1.355], [3.024, -1.911, 1.168], [-2.193, 1.650, 0.049], [-3.479, 1.127, 0.048], [-4.453, 2.076, 0.076], [-5.823, 1.741, 0.101], [-4.678, -2.620, -0.916], [-6.175, -2.327, 0.002], [-4.657, -2.655, 0.873], [-2.614, -2.149, -0.037], [-0.385, -1.198, -0.040], [1.069, 0.629, -0.085], [-0.054, 3.452, 0.314], [4.500, 2.941, 0.724], [4.678, 2.875, -1.041], [3.465, 0.269, -1.205], [4.926, -1.819, -1.570], [5.448, -1.469, 0.104], [2.555, -3.251, -1.762], [0.660, -3.860, 0.069], [1.435, -2.544, 2.326], [-2.110, 2.724, 0.070], [-6.082, 1.159, 0.988], [-6.344, 2.698, 0.132], [-6.124, 1.192, -0.793]], "smiles": "COc1ccc(/C=C/C(=O)OCC(=O)NCc2ccco2)cc1OC", "homo_lumo_gap_ev": 8.27, "homo_ev": -8.22, "spin_multiplicity": 1}

B | {"formula": "C18H19NO6", "method": "wB97M-V/def2-TZVPD", "elements": ["C", "C", "O", "C", "O", "C", "C", "C", "N", "C", "C", "C", "C", "O", "C", "O", "C", "O", "C", "C", "C", "C", "O", "C", "C", "H", "H", "H", "H", "H", "H", "H", "H", "H", "H", "H", "H", "H", "H", "H", "H", "H", "H", "H"], "xyz": [[-0.622, -3.821, -1.319], [0.110, -3.821, 0.016], [0.234, -2.506, 0.554], [1.273, -1.770, 0.107], [2.069, -2.182, -0.704], [1.330, -0.459, 0.745], [0.665, -0.040, 1.882], [-0.359, -0.714, 2.717], [1.108, 1.212, 2.171], [2.049, 1.619, 1.272], [2.638, 2.979, 1.287], [2.209, 0.605, 0.354], [3.005, 0.729, -0.872], [4.135, 1.150, -0.909], [2.260, 0.362, -2.158], [0.855, 0.308, -1.978], [0.268, 1.444, -1.573], [0.829, 2.515, -1.540], [-1.131, 1.234, -1.141], [-1.879, 2.341, -0.747], [-3.168, 2.184, -0.281], [-3.726, 0.911, -0.196], [-4.982, 0.704, 0.266], [-2.978, -0.200, -0.587], [-1.694, -0.038, -1.058], [-0.722, -4.842, -1.678], [-0.057, -3.247, -2.049], [-1.612, -3.385, -1.209], [-0.448, -4.385, 0.768], [1.110, -4.250, -0.106], [-0.059, -1.736, 2.935], [-0.506, -0.176, 3.651], [-1.308, -0.760, 2.181], [0.784, 1.770, 2.945], [2.599, 3.409, 2.286], [2.086, 3.622, 0.600], [3.669, 2.937, 0.947], [2.529, 1.096, -2.926], [2.561, -0.640, -2.471], [-1.430, 3.320, -0.814], [-3.749, 3.045, 0.020], [-5.401, 1.546, 0.484], [-3.430, -1.176, -0.512], [-1.113, -0.892, -1.360]], "smiles": "CCOC(=O)c1c(C)[nH]c(C)c1C(=O)COC(=O)c1ccc(O)cc1", "homo_lumo_gap_ev": 8.69, "homo_ev": -8.24, "spin_multiplicity": 1}

Going by the energies, B is most stable and the next is 0.1003 hartree up.

A | {"formula": "C5H14O", "method": "wB97M-V/def2-TZVPD", "elements": ["C", "C", "C", "C", "C", "H", "H", "H", "H", "H", "H", "H", "H", "H", "H", "H", "H", "O", "H", "H"], "xyz": [[-1.535, -0.944, 1.266], [-0.120, -0.560, 0.626], [-0.119, 1.076, 0.259], [-0.549, 1.342, -1.234], [1.336, 1.557, 0.648], [-2.210, -0.297, 0.959], [-2.022, -2.042, 1.258], [-1.600, -0.926, 2.266], [0.698, -0.741, 1.356], [0.117, -1.286, -0.170], [-0.910, 1.578, 0.814], [-1.194, 0.449, -1.704], [0.244, 1.612, -1.940], [-1.255, 2.299, -1.278], [1.460, 2.615, 0.645], [1.850, 0.984, -0.145], [1.398, 1.114, 1.646], [1.587, -2.291, -2.105], [2.075, -2.877, -1.413], [0.750, -2.664, -1.754]], "smiles": "CCC(C)C.O", "homo_lumo_gap_ev": 11.44, "homo_ev": -10.74, "spin_multiplicity": 1}

B | {"formula": "C5H14O", "method": "wB97M-V/def2-TZVPD", "elements": ["C", "C", "C", "C", "C", "H", "H", "H", "H", "H", "H", "H", "H", "H", "H", "H", "H", "O", "H", "H"], "xyz": [[-1.832, -0.118, -0.397], [-1.216, -0.768, 0.825], [0.317, -0.926, 0.811], [0.986, 0.314, 1.424], [0.875, -1.190, -0.579], [-1.382, 0.848, -0.636], [-1.734, -0.745, -1.289], [-2.894, 0.098, -0.317], [-1.476, -0.222, 1.725], [-1.733, -1.720, 0.984], [0.550, -1.831, 1.372], [2.062, 0.194, 1.312], [0.702, 0.432, 2.461], [0.692, 1.183, 0.834], [0.428, -2.070, -1.051], [1.950, -1.380, -0.588], [0.635, -0.460, -1.344], [0.628, 2.161, -1.585], [1.049, 1.715, -2.328], [1.070, 3.012, -1.513]], "smiles": "CCC(C)C.O", "homo_lumo_gap_ev": 11.33, "homo_ev": -10.62, "spin_multiplicity": 1}

Going by the energies, B is most stable and the next is 0.0859 hartree up.

A | {"formula": "C5H14O", "method": "wB97M-V/def2-TZVPD", "elements": ["C", "C", "C", "C", "C", "H", "H", "H", "H", "H", "H", "H", "H", "H", "H", "H", "H", "O", "H", "H"], "xyz": [[0.000, 0.000, 0.000], [-0.024, 1.227, 0.952], [0.512, 2.502, 0.273], [1.849, 2.323, -0.544], [-0.602, 3.183, -0.456], [1.024, -0.266, -0.312], [-0.604, 0.192, -0.902], [-0.437, -0.857, 0.540], [-1.011, 1.343, 1.440], [0.710, 0.961, 1.737], [0.781, 2.958, 1.247], [1.749, 1.759, -1.486], [2.634, 1.848, 0.069], [2.165, 3.353, -0.782], [-0.925, 2.552, -1.300], [-0.319, 4.175, -0.846], [-1.452, 3.307, 0.237], [5.986, 2.955, -0.494], [5.934, 1.995, -0.288], [6.377, 2.995, -1.396]], "smiles": "CCC(C)C.O", "homo_lumo_gap_ev": 11.19, "homo_ev": -10.35, "spin_multiplicity": 1}

B | {"formula": "C5H14O", "method": "wB97M-V/def2-TZVPD", "elements": ["C", "C", "C", "H", "H", "H", "H", "H", "H", "H", "H", "C", "C", "O", "H", "H", "H", "H", "H", "H"], "xyz": [[0.439, 1.387, 1.197], [-0.202, 1.767, -0.134], [-1.728, 1.878, 0.041], [0.605, 2.293, 1.790], [1.394, 0.895, 1.040], [-0.224, 0.790, 1.808], [-0.032, 0.990, -0.884], [0.213, 2.688, -0.531], [-2.259, 2.282, -0.818], [-2.126, 0.902, 0.321], [-1.892, 2.529, 0.903], [1.171, -2.027, 0.205], [0.662, -2.050, -1.219], [-0.725, -1.675, -1.314], [0.433, -2.260, 0.977], [2.014, -2.694, 0.416], [1.567, -1.058, 0.500], [0.760, -3.034, -1.679], [1.165, -1.269, -1.786], [-1.234, -2.333, -0.833]], "smiles": "CCC.CCO", "homo_lumo_gap_ev": 11.44, "homo_ev": -10.42, "spin_multiplicity": 1}

C | {"formula": "C5H14O", "method": "wB97M-V/def2-TZVPD", "elements": ["C", "C", "C", "O", "H", "H", "H", "H", "H", "H", "H", "H", "C", "C", "H", "H", "H", "H", "H", "H"], "xyz": [[0.123, -1.200, 0.847], [-0.220, -1.254, -0.641], [-0.675, -2.622, -1.134], [-1.151, -0.215, -0.990], [0.822, -0.401, 1.111], [0.664, -2.136, 1.012], [-0.685, -1.006, 1.558], [0.692, -0.942, -1.166], [-1.763, -2.639, -1.293], [-0.177, -2.884, -2.052], [-0.511, -3.371, -0.373], [-2.006, -0.583, -1.256], [0.884, 2.401, 1.652], [1.044, 2.785, 0.193], [1.789, 2.003, 2.095], [0.697, 3.208, 2.359], [0.118, 1.657, 1.821], [2.068, 3.083, 0.016], [0.676, 2.026, -0.482], [0.427, 3.649, -0.061]], "smiles": "CC(C)O.CC", "homo_lumo_gap_ev": 11.12, "homo_ev": -10.10, "spin_multiplicity": 1}

Going by the energies, A is most stable and the next is 0.0074 hartree up.